Here is a molecular structure, C8H4F5IrN2O3Se3Te2 from the OMol25 dataset. Energies are from wB97M-V/def2-TZVPD.

Geometry as ORCA input:
```
! wB97M-V def2-TZVPD RIJCOSX def2/J DEFGRID3
* xyz 1 2
Se -2.69 0.49 2.46
C 2.77 2.30 -2.62
F 3.33 3.36 -3.17
C 1.56 0.06 -1.45
C 2.94 2.05 -1.27
H -1.28 -1.75 3.14
O -2.17 -1.35 -0.04
O 0.93 0.97 2.86
C 1.41 0.34 -2.81
H -1.55 -3.91 1.30
Te -2.49 3.32 0.10
N 0.32 0.49 2.04
C 2.00 1.44 -3.39
C -2.82 -2.36 0.55
F 1.82 1.69 -4.68
O -3.87 -2.77 0.20
F 3.67 2.87 -0.53
Se -1.32 1.36 -0.78
Te -2.19 2.90 2.74
Ir -0.82 -0.34 0.97
Se 0.71 -1.46 -0.68
F 2.51 0.74 0.61
C 2.34 0.94 -0.71
N -0.99 -2.08 2.22
F 0.67 -0.46 -3.57
H -0.08 -2.53 2.32
C -2.02 -3.01 1.69
H -2.72 -3.29 2.47
*
```

Values from the calculation:
- Total energy: -8986.2114 Eh
- ΔE to the lowest compared entry with this formula, charge and spin: 0.0 kcal per mole
- Gap between HOMO and LUMO (alpha / beta): 6.29 / 5.31 eV